[1]
Computed, not measured: a single C24H27N5 molecule, with ωB97M-V/def2-TZVPD.

E = -1204.5138 hartree
multiplicity = 1
SMILES = Cc1ccc(C)c(-n2cc(CNCCCn3cccn3)c(-c3ccccc3)n2)c1
highest occupied orbital energy = -8.38 eV
total charge = 0
maximum force = 0.017 hartree/bohr

```
56
C24H27N5 (ωB97M-V/def2-TZVPD)
C -7.114 -1.265 -0.601
C -6.119 -0.150 -0.508
C -4.809 -0.395 -0.134
C -3.883 0.638 -0.025
C -4.243 1.953 -0.328
C -5.565 2.186 -0.688
C -6.490 1.164 -0.770
H -7.508 1.385 -1.056
H -5.868 3.196 -0.923
C -3.269 3.093 -0.315
H -3.575 3.848 -1.036
H -3.239 3.569 0.666
H -2.265 2.758 -0.566
N -2.580 0.286 0.366
C -1.753 0.917 1.232
C -0.620 0.148 1.362
C -0.852 -0.958 0.502
N -2.038 -0.846 -0.078
C 0.024 -2.082 0.187
C 0.823 -2.679 1.161
C 1.666 -3.723 0.828
C 1.722 -4.187 -0.475
C 0.915 -3.613 -1.444
C 0.070 -2.570 -1.117
H -0.565 -2.116 -1.862
H 0.947 -3.981 -2.460
H 2.387 -4.999 -0.733
H 2.281 -4.179 1.592
H 0.764 -2.343 2.186
C 0.612 0.494 2.146
N 1.860 0.374 1.410
H 2.006 -0.599 1.153
C 1.917 1.191 0.211
C 3.272 1.023 -0.467
H 3.301 1.608 -1.387
H 3.413 -0.029 -0.730
C 4.407 1.467 0.462
N 5.696 1.173 -0.097
C 6.336 -0.012 -0.095
C 7.508 0.165 -0.794
C 7.478 1.509 -1.187
N 6.377 2.099 -0.762
H 8.205 2.059 -1.751
H 8.272 -0.560 -0.990
H 5.929 -0.871 0.398
H 4.357 2.547 0.617
H 4.296 0.959 1.423
H 1.782 2.234 0.516
H 1.121 0.944 -0.512
H 0.694 -0.144 3.032
H 0.528 1.530 2.490
H -2.027 1.824 1.729
H -4.474 -1.399 0.076
H -7.808 -1.095 -1.421
H -7.692 -1.326 0.321
H -6.613 -2.218 -0.752
```

[2]
Computed, not measured: a molecular structure, C8H38B2O35, with ωB97M-V/def2-TZVPD.

E = -3011.2600 hartree
multiplicity = 1
highest occupied orbital energy = -5.68 eV
total charge = -2
maximum force = 0.206 hartree/bohr

```
83
C8H38B2O35 (ωB97M-V/def2-TZVPD)
O -4.094 -1.060 -0.321
C -3.218 -1.553 -1.016
O -2.818 -0.976 -2.036
B -1.957 -2.039 -2.707
O -2.238 -3.331 -1.993
C -3.046 -2.972 -1.080
O -3.403 -3.793 -0.248
O -0.556 -1.603 -2.732
C -0.141 -1.653 -3.909
O 1.066 -1.493 -4.186
C -1.236 -2.025 -4.689
O -2.344 -2.180 -4.121
O -1.199 -2.321 -5.891
O 2.717 0.319 -2.258
C 1.759 0.229 -1.524
O 1.673 -0.421 -0.499
B 0.330 -0.051 0.127
O -0.250 0.866 -0.806
C 0.571 0.957 -1.734
O 0.354 1.574 -2.778
O 0.407 0.595 1.491
C -0.501 0.084 2.195
O -0.909 0.465 3.286
C -1.020 -1.129 1.560
O -0.529 -1.260 0.436
O -2.044 -1.737 1.869
O -2.955 0.438 5.129
H -2.134 0.189 4.699
H -3.532 -0.065 4.544
O 1.318 3.453 -0.092
H 1.625 4.379 -0.198
H 0.457 3.513 -0.469
O 4.568 -1.501 -1.330
H 5.285 -2.037 -0.951
H 3.882 -1.500 -0.648
O 0.233 -3.802 -0.566
H -0.142 -4.157 0.265
H 0.369 -2.892 -0.358
O 1.819 1.339 3.978
H 2.040 0.983 3.099
H 1.561 0.562 4.414
O 0.324 3.417 2.432
H 0.132 2.570 2.793
H 0.834 3.329 1.634
O 3.207 -2.735 -3.430
H 2.343 -2.232 -3.482
H 3.744 -2.265 -2.753
O 0.851 4.330 -3.581
H 1.544 3.704 -3.688
H 0.383 4.154 -2.723
O -1.110 -1.919 4.904
H -0.951 -2.668 4.329
H -2.042 -1.777 5.037
O -2.741 2.038 -1.721
H -1.996 1.752 -1.151
H -3.560 1.942 -1.222
O -0.350 2.592 5.650
H 0.319 2.233 5.087
H -1.054 2.904 5.082
O 3.220 3.080 -4.085
H 2.853 2.247 -4.339
H 4.092 3.108 -4.496
O 0.385 1.514 -5.528
H 0.105 1.482 -4.602
H 1.277 1.192 -5.581
O 5.103 1.087 -0.420
H 4.627 1.774 -0.903
H 4.959 0.246 -0.847
O -3.235 -3.513 3.277
H -2.880 -2.721 2.843
H -4.043 -3.258 3.767
O -3.685 0.894 1.454
H -3.760 0.374 0.694
H -3.035 1.543 1.191
O 4.830 0.112 -3.889
H 3.999 -0.111 -3.444
H 5.240 0.843 -3.488
O 0.897 -0.329 5.769
H 1.012 -0.582 6.680
H 0.172 -0.913 5.457
O -4.343 -0.772 3.421
H -5.327 -0.801 3.312
H -4.138 -0.296 2.624
```